Below is a molecular structure, C28H33GeO7PSTi, with properties calculated with ωB97M-V with the def2-TZVPD basis set.

Properties
- HOMO level (spin up / spin down) (eV) = -8.51 / -8.51
- total energy (eV) = -143662.778
- gap between HOMO and LUMO (spin up / spin down) (Ha) = 0.293 / 0.293
- energy above the lowest of the compared OMol25 structures with the same formula, charge and spin (kcal per mole) = 0.0

Atoms and positions in Å:
Ti1 0.098 0.065 0.153
O1 1.305 0.662 -1.431
S1 2.570 0.808 -0.628
O2 3.761 0.307 -1.213
O3 2.147 0.222 0.676
C1 2.754 2.553 -0.346
C2 4.027 3.074 -0.505
C3 4.249 4.425 -0.270
C4 3.201 5.240 0.119
C5 1.926 4.711 0.273
C6 1.679 3.363 0.042
P1 -0.027 2.720 0.242
C7 -0.883 3.191 -1.284
C8 -0.230 3.797 -2.352
C9 -0.918 4.059 -3.528
C10 -2.257 3.720 -3.642
C11 -2.912 3.106 -2.582
C12 -2.228 2.833 -1.410
C13 -0.712 3.732 1.582
C14 -1.765 4.621 1.391
C15 -2.268 5.342 2.466
C16 -1.720 5.184 3.729
C17 -0.662 4.306 3.921
C18 -0.160 3.580 2.854
H1 4.833 2.423 -0.814
H2 5.244 4.832 -0.391
H3 3.366 6.293 0.305
H4 1.114 5.358 0.581
H5 0.816 4.063 -2.277
H6 -0.402 4.527 -4.356
H7 -2.790 3.923 -4.562
H8 -3.952 2.823 -2.672
H9 -2.735 2.317 -0.603
H10 -2.199 4.756 0.409
H11 -3.091 6.028 2.310
H12 -2.117 5.744 4.565
H13 -0.230 4.178 4.905
H14 0.659 2.891 3.016
O4 -3.567 -1.315 -0.135
C19 -2.389 -1.151 -0.095
O5 -1.768 0.038 -0.087
C20 -1.337 -2.309 -0.031
O6 -1.626 -3.463 -0.022
O7 -0.104 -1.803 0.022
C21 -2.407 -1.585 6.873
C22 -2.348 -1.453 5.358
C23 -2.127 -0.016 4.897
C24 -1.950 0.094 3.381
Ge1 -0.102 -0.202 2.750
C25 0.579 -2.003 3.180
C26 1.282 -2.090 4.535
C27 1.734 -3.504 4.900
C28 0.577 -4.465 5.141
H15 -2.570 -2.619 7.181
H16 -3.216 -0.983 7.293
H17 -1.475 -1.246 7.331
H18 -3.274 -1.825 4.911
H19 -1.552 -2.093 4.967
H20 -1.255 0.401 5.417
H21 -2.981 0.588 5.222
H22 -2.235 1.088 3.022
H23 -2.629 -0.603 2.881
H24 0.769 0.811 3.544
H25 1.265 -2.322 2.392
H26 -0.275 -2.685 3.130
H27 0.629 -1.712 5.331
H28 2.149 -1.423 4.525
H29 2.355 -3.459 5.798
H30 2.376 -3.888 4.101
H31 -0.095 -4.078 5.911
H32 0.933 -5.441 5.475
H33 -0.014 -4.628 4.239